# 1
A 5-piece molecular cluster, C2H12O3S2 overall. Source: the OMol25 dataset; level of theory: ωB97M-V/def2-TZVPD.

Its total charge is 0. Its HOMO energy is -9.309 eV. As for the spin multiplicity: 1. Its HOMO-LUMO gap is 3.479 eV. The energy comes out at -30074.7249 eV. The energy above the lowest of the compared OMol25 structures with the same formula, charge and spin is 724.1 kJ/mol.

XYZ file:
```
19
Properties=species:S:1:pos:R:3:forces:R:3
C -0.0011 -1.6531 1.7446 0.416 0.416 -0.366
S 1.0551 -0.8239 2.9809 -0.158 0.178 -0.496
S 0.1657 1.7402 -0.1282 -0.129 0.139 -0.143
C 0.4140 3.4909 0.0889 0.224 -0.529 0.063
H 0.5505 -2.3181 1.0811 0.137 -0.185 0.274
H -0.8052 -2.1796 2.2398 -0.172 0.029 -0.037
H 1.0858 0.3442 2.3020 0.202 -0.228 0.280
H 1.1442 3.7912 -0.6740 0.080 -0.081 -0.138
H -0.4871 4.0660 -0.0940 -0.128 -0.013 0.055
H 0.8857 3.6793 1.0511 -0.108 0.141 0.028
H -0.3596 -0.8559 1.0976 -0.500 -0.256 0.126
H -0.4790 -3.1723 -2.1436 0.042 0.002 0.010
O -0.5078 -2.4718 -1.4800 0.156 0.483 0.224
H 1.2811 -0.2178 -0.9943 -0.050 0.403 0.745
H 0.7319 -1.5703 -1.5595 -0.074 0.117 -0.223
O 1.5399 -0.9435 -1.5505 -0.042 -0.459 -0.443
H -1.7229 -1.0072 -1.3921 0.252 -0.581 -0.037
H -2.0427 0.4825 -1.3090 0.122 0.330 -0.146
O -2.4487 -0.3809 -1.2609 -0.273 0.094 0.225
```
Positions in Å, forces in eV/Å.

Listed below, in e, are the Löwdin charges computed for each atom: -0.470 0.684 0.828 -0.479 0.026 0.032 -0.208 0.059 0.038 0.036 -0.025 0.000 -0.203 -0.106 -0.031 -0.051 -0.025 -0.039 -0.065


# 2
A 4-piece molecular cluster, C2H12O3S2 overall at a distorted geometry. Source: the OMol25 dataset; level of theory: ωB97M-V/def2-TZVPD.

The expectation value of S² is 0.76. Its total charge is +1. Its HOMO energy (spin up / spin down) is -13.651 / -13.651 eV. As for the spin multiplicity: 2. Its HOMO-LUMO gap (spin up / spin down) is 7.588 / 5.109 eV. The energy comes out at -30070.9359 eV. The energy above the lowest of the compared OMol25 structures with the same formula, charge and spin is 299.2 kJ/mol.

XYZ file:
```
19
Properties=species:S:1:pos:R:3:forces:R:3
C -0.5526 2.5241 2.4502 0.135 -1.660 -1.379
C -1.2167 1.1770 2.8521 -0.109 -0.363 0.152
S 0.1559 -0.1427 2.9604 -0.695 1.010 -3.145
S -0.2318 -0.3960 0.8771 -1.250 -0.357 0.645
H 0.4720 2.4556 2.0445 -0.160 -0.494 0.543
H -1.0757 2.8088 1.5097 -0.148 0.851 1.232
H -0.4774 3.1030 3.3418 -0.446 1.194 0.076
H -1.7058 1.1025 3.8151 0.323 0.465 0.578
H -2.0720 0.9403 2.1739 1.088 -0.465 0.107
H 0.4724 -0.0146 -0.2683 1.322 -0.021 0.863
H -2.2613 -3.1856 -1.7492 -1.784 -0.150 -1.027
H -3.1166 -2.2739 -2.6380 -0.166 -0.018 -0.161
O -3.1356 -3.1556 -2.2508 1.948 0.158 1.163
H 1.8907 0.9904 -2.4631 -1.075 -0.360 -0.016
H 1.8164 -0.4099 -2.0798 1.174 -2.084 0.223
O 1.2292 0.2777 -2.2871 -0.173 2.275 0.116
H 3.7859 0.9657 -5.6700 2.456 2.985 1.463
H 3.2578 0.4527 -6.9675 -0.043 -0.222 1.002
O 3.2619 0.3126 -5.9949 -2.395 -2.744 -2.437
```
Positions in Å, forces in eV/Å.

Listed below, in e, are the Löwdin charges computed for each atom: -0.136 -0.538 0.718 0.610 0.070 0.104 0.078 0.072 0.081 -0.111 0.058 0.024 -0.081 0.086 0.010 -0.048 -0.036 0.067 -0.029